# C36H38BBrEuF4N6P

C36H38BBrEuF4N6P as an isolated structure (ωB97M-V/def2-TZVPD, OMol25).

```
88
Properties=species:S:1:pos:R:3:forces:R:3:mulliken_spin:R:1
Eu 0.129783 -0.048250 0.593389 0.9576 -0.2198 -1.4832 7.024
C 0.347581 3.534687 -0.279664 -0.1762 0.1684 0.0353 -0.011
C -1.112616 3.996930 -0.197293 0.1148 -0.0486 0.0778 -0.009
C -1.167498 5.462122 0.239334 -0.0700 -0.0754 -0.0916 0.000
C -1.881185 3.135356 0.770846 0.0818 -0.0739 -0.0186 0.007
C -2.994547 3.457965 1.558735 -0.0972 0.0381 -0.0083 -0.001
C -3.197191 2.355924 2.363063 -0.0233 0.0037 -0.0341 0.000
N -2.272015 1.435770 2.064114 -0.1776 0.1814 0.1645 -0.023
N -1.461638 1.905857 1.069419 0.0093 0.0120 0.2016 0.004
B -1.762224 0.123932 2.684318 0.6552 -0.0421 -0.6380 0.010
N -1.073331 0.142474 4.035260 0.0766 -0.0130 0.1193 0.002
C -1.365708 0.221687 5.348961 -0.0980 -0.0065 -0.1035 0.000
C -0.187825 0.234674 6.052880 0.0439 -0.0129 0.1548 0.001
C 0.827768 0.159117 5.076146 -0.2122 0.0964 -0.0995 0.004
N 0.287157 0.103914 3.868723 0.2129 0.0095 0.2044 -0.001
C 2.318646 0.137062 5.270239 -0.0213 -0.1476 -0.1057 -0.003
C 2.745497 -1.161697 5.962046 0.0142 0.1301 0.0259 0.000
C 3.063883 0.304508 3.946336 -0.0291 0.0500 0.1286 0.007
N -2.450720 -1.151392 2.170017 -0.1025 -0.2299 0.1285 -0.017
C -3.393110 -1.998111 2.598602 -0.0601 0.0416 0.0172 0.001
C -3.319674 -3.156809 1.851481 -0.1022 -0.1106 -0.1134 -0.002
C -2.270328 -2.942190 0.951069 0.2357 0.2575 0.0112 -0.005
N -1.755773 -1.724107 1.139600 -0.0551 -0.1782 0.1503 0.003
C -1.583576 -3.880370 -0.005021 0.0027 -0.0455 0.2397 0.005
C -2.408826 -5.133987 -0.264499 -0.0516 0.1330 -0.0737 0.001
C -0.212693 -4.252470 0.586104 -0.1528 -0.0643 -0.1615 0.005
H 0.927066 4.230580 -0.887359 0.0168 -0.0593 -0.0483 0.000
H 0.426058 2.548175 -0.742321 0.0634 -0.0293 0.0298 0.009
H 0.784669 3.510183 0.720971 0.0483 -0.0412 -0.0138 0.001
H -1.564993 3.912515 -1.191325 0.0125 -0.0224 -0.0215 0.000
H -0.743163 5.578588 1.237890 -0.0036 0.0158 0.0051 0.000
H -2.193161 5.829114 0.257951 0.0143 0.0417 0.0144 0.000
H -0.599198 6.084344 -0.452329 -0.0124 0.0142 0.0004 0.000
H -3.571760 4.366000 1.553086 0.0403 0.0134 0.0251 0.000
H -3.930935 2.186376 3.135216 0.0184 -0.0161 -0.0047 0.000
H -0.733045 0.019795 2.107657 -2.1932 0.2391 2.5272 -0.046
H -2.386450 0.262071 5.695067 0.0087 0.0145 0.0066 0.000
H -0.073842 0.294323 7.122652 0.0069 -0.0029 -0.0150 0.000
H 2.577770 0.974147 5.924486 -0.0065 0.0146 -0.0015 0.000
H 2.521094 -2.019446 5.325106 -0.0185 -0.0149 0.0157 0.000
H 2.220757 -1.290093 6.908449 0.0190 -0.0451 0.0045 0.000
H 3.817958 -1.150881 6.161081 -0.0040 -0.0309 0.0169 0.000
H 2.888144 -0.568837 3.312311 0.0093 0.0110 -0.0398 -0.001
H 4.137128 0.385257 4.121803 -0.0062 -0.0212 -0.0074 0.000
H 2.729531 1.201620 3.421595 0.0250 -0.0023 -0.0298 -0.001
H -4.060485 -1.735636 3.404065 0.0454 -0.0013 0.0275 0.000
H -3.941077 -4.030795 1.942790 0.0098 0.0128 0.0233 0.000
H -1.428690 -3.351416 -0.949108 -0.0147 0.0057 -0.0334 -0.001
H -2.571116 -5.685731 0.662957 0.0146 -0.0427 -0.0197 0.000
H -1.895553 -5.789024 -0.968570 -0.0077 -0.0291 0.0188 0.000
H -3.381623 -4.876448 -0.684641 -0.0156 -0.0518 0.0005 0.000
H -0.350576 -4.764035 1.539861 0.0466 0.0122 0.0217 0.001
H 0.400902 -3.367603 0.769670 0.0287 0.0062 0.0166 0.001
H 0.334339 -4.921554 -0.081587 -0.0119 0.0224 0.0079 0.000
F 6.501311 0.393099 -3.485315 -0.2050 0.0149 -0.0148 0.000
C 5.220981 0.367066 -3.170351 -1.9754 -0.0111 -2.2573 0.000
C 4.204713 0.370738 -4.233849 2.1113 -0.0111 2.3064 -0.001
F 4.589345 0.415513 -5.485680 0.1905 -0.0093 -0.3587 0.000
C 2.864174 0.320347 -3.911113 0.2236 0.0027 0.6380 0.000
F 1.988052 0.300776 -4.907421 -0.0117 -0.0031 -0.1250 0.000
C 2.420435 0.291420 -2.588460 1.9567 0.0998 1.5486 -0.018
P 0.628429 0.118452 -2.236991 0.3874 -0.0004 -1.0428 0.089
C -0.165106 1.456342 -3.180351 -0.0416 -0.1411 0.0863 -0.008
C 0.508964 2.604459 -3.583934 -0.0773 -0.0748 -0.0575 0.001
C -0.181495 3.611333 -4.241285 0.0369 0.0586 0.0399 0.001
C -1.541302 3.483407 -4.484445 -0.0222 0.0217 -0.0224 0.000
C -2.222285 2.352854 -4.055998 -0.0415 -0.0233 0.0139 0.003
C -1.540877 1.346100 -3.390145 0.1071 0.0622 0.0378 0.005
C 0.294541 -1.451918 -3.115062 -0.0279 0.0818 0.1380 -0.030
C 0.736637 -2.600669 -2.454827 -0.0430 0.1477 -0.1330 0.000
C 0.573817 -3.845809 -3.037905 0.0374 -0.0873 0.0424 0.007
C -0.052695 -3.952996 -4.271733 -0.0041 0.0024 0.0000 0.000
C -0.507836 -2.814750 -4.921359 -0.0315 0.0392 -0.0364 0.000
C -0.333691 -1.561969 -4.350676 0.0254 -0.0471 0.0465 -0.002
C 3.465837 0.303555 -1.550872 -2.2787 -0.0096 -1.5969 -0.013
Br 3.040251 0.288794 0.309481 0.7179 0.0567 -0.2975 0.008
C 4.814325 0.329594 -1.851427 -0.2430 -0.0002 -0.0876 -0.003
F 5.722985 0.318552 -0.885730 0.0795 0.0240 -0.0383 0.000
H 1.567498 2.718124 -3.386063 0.0210 -0.0037 -0.0445 0.000
H 0.346999 4.497615 -4.567635 -0.0091 -0.0014 0.0081 0.000
H -2.074216 4.268782 -5.003868 0.0120 -0.0046 -0.0070 0.000
H -3.283013 2.252685 -4.245064 0.0012 0.0122 0.0395 0.000
H -2.073353 0.471620 -3.032427 -0.0492 -0.0043 -0.0629 -0.001
H 1.227104 -2.513311 -1.488284 0.0158 -0.0759 -0.0054 -0.001
H 0.929129 -4.733058 -2.529180 -0.0018 0.0169 -0.0116 0.000
H -0.187119 -4.924948 -4.727422 0.0055 0.0009 0.0051 0.000
H -0.993568 -2.896715 -5.884963 0.0027 -0.0162 0.0134 0.000
H -0.678544 -0.679311 -4.871283 0.0220 0.0163 -0.0194 0.000
```
Positions in Å, forces in eV/Å.

Summary:
- 2S+1 = 8
- energy relative to the best compared isomer or geometry (same formula, charge and spin) (kcal per mole) = 0.00
- LUMO level (alpha / beta) (Eh) = -0.1062 / -0.1059
- charge = +1
- energy (hartree) = -5773.017352